[1]
C10H11N3O | ωB97M-V/def2-TZVPD

The value obtained for the HOMO energy is -7.34 eV. Its relative energy (zero: lowest compared OMol25 entry of this formula, charge and spin) is 4.3407 eV. As for the HOMO-LUMO gap: 7.9794 eV.

```
25
Properties=species:S:1:pos:R:3:forces:R:3:lowdin_charge:R:1
C -4.036738 -0.366512 0.327741 -2.8 1.8 0.7 -0.129
C -3.703485 0.934980 -0.085937 2.7 -2.0 -0.3 -0.071
C -3.100885 -1.309261 0.459028 1.8 -2.8 -0.4 -0.131
C -2.366321 1.194017 -0.446742 0.5 0.1 0.0 -0.005
C -1.808314 -1.124594 0.025689 0.8 1.7 -0.3 -0.033
C -1.385238 0.150181 -0.368071 -3.7 0.3 0.7 -0.276
C 1.967367 0.090698 -0.418935 1.6 -1.3 -1.5 -0.281
C 0.955983 2.042744 -0.039199 -3.4 -1.0 -0.1 -0.244
C 3.597436 -1.526270 0.741051 -0.8 -0.6 -0.9 -0.090
C 3.269942 -0.701073 -0.553004 -0.5 0.8 1.2 -0.145
N 0.829880 -0.326364 -0.783233 1.8 -2.2 0.6 0.090
N 0.412594 3.083536 0.272283 -1.7 -3.1 -1.2 0.216
N -0.142009 0.494106 -0.688827 3.1 4.9 0.0 0.014
O 2.095742 1.463789 -0.086133 0.3 -0.6 0.1 0.137
H -5.108430 -0.548145 0.607048 1.2 0.1 -0.2 0.117
H -4.503982 1.580403 -0.127402 -1.2 1.9 -0.3 0.068
H -3.198042 -2.336771 0.804562 -1.1 0.2 0.1 0.109
H -1.899812 2.143190 -0.822617 -1.2 -0.7 0.5 0.108
H -1.108273 -1.910877 -0.067841 0.6 -0.8 0.4 0.088
H 2.730487 -2.227646 0.863350 0.8 0.8 0.6 0.092
H 4.059024 -1.134824 1.659465 -1.3 1.0 -0.2 0.077
H 4.427909 -2.121473 0.490342 1.0 -1.3 -0.9 0.035
H 3.105618 -1.381891 -1.383666 -0.1 -0.3 0.2 0.108
H 4.116793 -0.081712 -0.869006 -0.3 0.2 0.3 0.110
H 0.792766 3.919778 0.490050 1.8 3.0 0.9 0.035
```
Forces are in eV/Å.



[2]
C8H17Cl3GePdS2Si | ωB97M-V/def2-TZVPD

As for the net charge: -1. The value obtained for the HOMO energy (spin up / spin down) is -4.14 / -4.93 eV. Its relative energy (zero: lowest compared OMol25 entry of this formula, charge and spin) is 0.0959 eV. As for the expectation value of S²: 3.772. As for the HOMO-LUMO gap (spin up / spin down): 6.9312 / 6.1319 eV. As for the spin multiplicity: 4.

```
33
Properties=species:S:1:pos:R:3:forces:R:3:mulliken_spin:R:1
Pd -0.817469 -0.303760 0.334416 0.1 -0.1 0.0 1.014
C 2.980254 -2.551463 1.918801 0.0 0.0 0.0 -0.017
C 1.744169 -1.707605 1.724479 0.0 0.0 -0.1 0.109
S 1.316629 -1.349437 0.122641 0.0 0.0 0.0 0.559
C 1.008628 -1.272539 2.816582 -0.1 0.0 0.0 0.120
C 1.404864 -1.649377 4.221134 0.0 0.0 0.0 -0.015
S -0.397576 -0.337625 2.671384 0.0 0.0 0.0 0.612
H 3.397330 -2.833688 0.954694 0.0 0.0 0.0 0.004
H 2.750034 -3.464418 2.473304 0.0 0.0 0.0 0.006
H 3.748720 -2.010342 2.476716 0.0 0.0 0.0 0.007
H 2.470289 -1.857605 4.311514 0.0 0.0 0.0 0.003
H 0.858298 -2.541465 4.539529 0.0 0.0 0.0 0.011
H 1.147150 -0.849669 4.914415 0.0 0.0 0.0 0.001
Cl -3.758295 -0.158379 0.367714 -0.1 -0.1 0.0 0.047
Ge -2.620549 -2.173202 0.155868 0.0 0.1 0.0 0.073
Cl -3.709369 -2.963288 -1.637891 0.0 0.0 0.0 0.026
Cl -3.664678 -3.361385 1.739466 0.0 0.0 0.0 0.017
C -1.631963 0.625311 -2.770948 0.0 0.0 0.0 0.038
Si -0.511531 1.893632 -1.947849 0.0 -0.1 0.0 -0.059
C -1.036398 3.593487 -2.585604 0.0 0.0 0.0 0.025
C 1.256968 1.591539 -2.523143 0.0 0.0 0.0 0.020
C -0.584716 1.788253 -0.106208 0.0 0.1 0.0 0.405
H -1.644431 0.770063 -3.855934 0.0 0.0 0.0 0.007
H -2.658892 0.696523 -2.405930 0.0 0.0 0.0 -0.001
H -1.299567 -0.401181 -2.585568 0.0 0.0 0.0 -0.005
H -0.966798 3.657902 -3.674903 0.0 0.0 0.0 0.004
H -0.407156 4.377780 -2.157814 0.0 0.0 0.0 0.003
H -2.070171 3.804189 -2.301255 0.0 0.0 0.0 -0.001
H 1.327117 1.609264 -3.614172 0.0 0.0 0.0 0.002
H 1.620613 0.622001 -2.175932 0.0 0.0 0.0 -0.002
H 1.931734 2.357114 -2.131732 0.0 0.0 0.0 -0.002
H -1.485397 2.217393 0.340813 0.0 0.0 0.0 -0.004
H 0.302157 2.181972 0.391410 0.0 0.0 0.0 -0.007
```
Forces are in eV/Å.



[3]
C6H10 | ωB97M-V/def2-TZVPD

The value obtained for the HOMO energy (spin up / spin down) is -8.31 / -7.94 eV. Its relative energy (zero: lowest compared OMol25 entry of this formula, charge and spin) is 4.5986 eV. As for the HOMO-LUMO gap (spin up / spin down): 7.6976 / 7.6838 eV.

```
16
Properties=species:S:1:pos:R:3:forces:R:3:lowdin_charge:R:1
C 0.472917 -2.084020 -0.972161 0.0 -0.1 0.0 -0.121
C 0.040409 -0.629573 -0.830312 0.0 0.0 0.0 -0.267
C -0.566000 -0.338114 0.558163 0.0 -0.1 0.1 -0.219
C -0.925802 1.105647 0.682151 -0.1 -0.3 -0.1 -0.115
C -0.042992 2.139250 0.681582 0.4 0.4 -0.5 -0.289
C 1.287109 2.529134 0.779845 -0.6 -0.3 0.3 0.120
H 1.219442 -2.342020 -0.212201 -0.1 0.0 -0.1 0.073
H 0.916821 -2.276800 -1.953862 -0.1 0.0 0.1 0.070
H -0.378470 -2.763562 -0.849011 0.1 0.1 0.0 0.072
H 0.897186 0.039886 -0.981320 -0.1 -0.1 0.0 0.105
H -0.686400 -0.374272 -1.614509 0.1 0.0 0.2 0.112
H -1.461237 -0.956250 0.695795 0.2 0.0 0.1 0.111
H 0.164457 -0.616303 1.328805 0.0 0.0 -0.1 0.120
H -0.554639 2.864499 0.027858 0.1 0.7 0.3 0.115
H -1.958397 1.380392 0.468589 0.2 -0.1 -0.1 0.102
H 1.705638 2.552719 1.803751 -0.1 -0.2 -0.3 0.010
```
Forces are in eV/Å.



[4]
C3H4S2 | ωB97M-V/def2-TZVPD

The value obtained for the HOMO energy is -9.53 eV. Its relative energy (zero: lowest compared OMol25 entry of this formula, charge and spin) is 2.0635 eV. As for the HOMO-LUMO gap: 9.6132 eV.

```
9
Properties=species:S:1:pos:R:3:forces:R:3:lowdin_charge:R:1
C 0.351449 0.164914 -0.292280 0.0 0.5 0.1 -0.836
C -0.152888 2.618815 0.362856 0.7 -2.1 -0.5 -0.709
C -0.241348 -1.209543 0.112033 -0.9 2.0 0.8 -0.143
S -0.774128 1.550066 -0.879223 0.2 -0.2 0.6 0.710
S 0.953884 1.390371 1.001854 -0.8 0.1 -0.4 0.704
H 1.141569 0.006766 -1.024609 0.1 0.3 -0.1 0.058
H -0.991995 -0.993677 0.889869 0.2 -0.3 -0.2 0.075
H 0.492575 -1.872175 0.547013 0.3 -0.1 -0.2 0.070
H -0.779118 -1.655535 -0.717513 0.2 -0.2 -0.2 0.071
```
Forces are in eV/Å.



[5]
C3H7NO2 | ωB97M-V/def2-TZVPD

The SMILES is [H]/N=C(/O)CCO. The value obtained for the HOMO energy is -10.13 eV. Its relative energy (zero: lowest compared OMol25 entry of this formula, charge and spin) is 1.1502 eV. As for the HOMO-LUMO gap: 10.8939 eV.

```
13
Properties=species:S:1:pos:R:3:forces:R:3:lowdin_charge:R:1
N 1.826109 0.000354 -0.179516 -0.4 -0.1 -0.1 0.149
C 0.808848 -0.642162 -0.579444 0.2 0.3 0.1 -0.497
O 0.983240 -1.839386 -1.176851 0.2 0.0 0.0 0.054
C -0.655935 -0.271519 -0.530298 0.0 0.0 0.0 -0.105
C -0.954083 0.828150 0.469720 0.0 0.1 -0.4 -0.280
O -0.617405 0.322446 1.745792 0.0 0.0 0.3 -0.056
H 1.944049 -1.985153 -1.178731 -0.2 -0.1 0.0 0.115
H 1.564570 0.871826 0.272538 0.0 -0.1 -0.1 0.039
H -1.224152 -1.165940 -0.255211 0.1 0.1 -0.1 0.127
H -0.979434 0.014822 -1.539214 0.1 0.0 0.1 0.130
H -0.377305 1.731190 0.221874 -0.1 -0.1 0.1 0.116
H -2.017488 1.103642 0.420019 0.2 -0.1 0.0 0.117
H -0.301015 1.031730 2.309322 -0.1 0.0 0.0 0.090
```
Forces are in eV/Å.



[6]
C23H27FFeN5S3 | ωB97M-V/def2-TZVPD

The value obtained for the HOMO energy (spin up / spin down) is -7.04 / -7.40 eV. As for the expectation value of S²: 8.767. As for the HOMO-LUMO gap (spin up / spin down): 7.4810 / 7.3382 eV. As for the spin multiplicity: 6.

```
60
Properties=species:S:1:pos:R:3:forces:R:3:mulliken_spin:R:1
Fe -0.965132 0.046081 0.225417 -0.3 -0.1 0.1 3.635
C 1.534178 0.306166 2.086916 0.0 0.0 0.0 0.027
N 0.494291 1.182086 1.512551 0.1 0.1 -0.1 0.055
C 1.043775 2.140921 0.540087 0.1 -0.1 0.1 -0.005
C 1.642028 1.403175 -0.641477 -0.1 0.0 0.0 0.014
N 0.630919 0.570595 -1.347420 0.1 0.0 -0.1 -0.026
C 1.272184 -0.661757 -1.852618 0.1 0.0 0.0 0.050
C 0.045749 1.335931 -2.452466 0.0 0.0 0.0 0.050
C 0.848695 1.645483 -3.547101 0.0 0.0 0.0 -0.002
C 0.353999 2.362747 -4.620019 0.0 0.0 0.0 0.003
C -0.970361 2.784286 -4.591851 0.0 0.0 0.0 -0.001
C -1.766874 2.489419 -3.504630 0.0 0.0 0.0 -0.005
C -1.284083 1.763117 -2.407570 0.1 -0.1 0.0 -0.023
S -2.354731 1.443453 -1.053083 0.0 0.1 0.0 0.114
C -0.226352 1.809740 2.608904 0.0 0.0 0.0 0.031
C 0.278786 2.939637 3.238063 0.0 0.0 0.0 0.001
C -0.373381 3.488136 4.330730 0.0 0.0 0.0 0.006
C -1.529199 2.882160 4.804211 0.0 0.0 0.0 -0.002
C -2.023016 1.745693 4.189908 0.0 -0.1 0.0 -0.001
C -1.386391 1.184002 3.080615 0.0 0.0 0.0 -0.031
S -2.014765 -0.263874 2.308747 0.1 -0.1 0.2 0.091
H 2.390596 0.889925 2.445712 0.0 0.0 0.0 -0.002
H 1.882322 -0.427330 1.358782 0.0 0.0 0.0 -0.011
H 1.099074 -0.234320 2.924579 0.0 0.0 0.0 0.000
H 1.826342 2.767961 0.984017 0.0 0.0 0.0 -0.001
H 0.230061 2.789489 0.210609 0.0 0.0 0.0 -0.008
H 2.451680 0.754840 -0.309752 0.0 -0.1 0.0 0.000
H 2.081424 2.126793 -1.332479 0.0 0.0 0.0 0.000
H 2.208820 -0.448710 -2.378589 0.0 0.0 0.0 0.003
H 0.591952 -1.162985 -2.534477 0.0 0.0 0.1 -0.047
H 1.494255 -1.326858 -1.017350 0.0 0.1 -0.1 0.036
H 1.882049 1.319853 -3.561598 0.0 0.0 0.0 0.000
H 0.991327 2.590221 -5.463747 0.0 0.0 0.0 0.000
H -1.380413 3.348349 -5.419772 0.0 0.0 0.0 0.000
H -2.796277 2.822733 -3.477479 0.0 0.0 0.0 -0.002
H 1.188726 3.403934 2.880322 0.0 0.0 0.0 0.000
H 0.020333 4.375702 4.807081 0.0 0.0 0.0 0.000
H -2.047673 3.297515 5.658944 0.0 0.0 0.0 0.000
H -2.923738 1.272040 4.558169 0.0 0.0 0.0 0.000
N -2.594101 -1.733690 -0.248075 0.1 0.0 -0.3 0.102
N -2.421864 -2.794318 -1.188585 -0.1 -0.1 0.1 0.030
C -1.247671 -2.787636 -1.949571 -0.2 -0.3 0.0 0.648
N -1.418917 -2.531888 -3.304261 0.1 0.0 -0.1 0.157
S 0.010266 -4.026630 -1.667939 0.0 0.1 0.1 0.105
H -3.103281 -2.109387 0.545479 0.1 0.1 0.1 -0.009
H -3.148079 -0.978247 -0.651977 0.0 0.0 0.0 -0.005
H -3.259708 -2.960351 -1.736730 0.0 0.0 0.0 -0.009
H -2.353121 -2.587428 -3.683548 0.0 0.1 0.0 0.007
H -0.708010 -2.877182 -3.929252 0.0 0.0 0.0 0.000
F 2.514945 -2.695224 3.475637 0.0 0.0 0.0 0.000
C 1.922954 -2.988836 2.299277 0.0 -0.1 0.0 -0.003
C 2.720403 -3.267444 1.207150 0.0 0.0 0.0 0.006
C 2.106854 -3.538204 -0.007038 0.0 -0.1 0.0 0.012
C 0.717960 -3.552513 -0.112616 0.1 -0.1 0.1 0.030
C -0.056100 -3.284178 1.013004 0.1 0.0 0.0 -0.033
C 0.545253 -2.982180 2.225853 0.0 0.0 0.0 -0.004
H 3.796839 -3.257768 1.310859 0.0 0.0 0.0 -0.001
H 2.709439 -3.745250 -0.882490 0.0 0.0 0.0 0.000
H -1.130225 -3.318060 0.945267 -0.1 0.0 0.0 0.018
H -0.045013 -2.739932 3.098668 0.0 0.0 0.0 0.001
```
Forces are in eV/Å.



Calculated total energy (eV)
-17061.989, -135688.902, -6379.261, -24843.578, -8809.379, -101349.516